Entry from the OMol25 dataset: a molecular structure, C50H56CsIN7O6SSe2Te in a non-equilibrium geometry (ωB97M-V/def2-TZVPD).

Each line ends with the Löwdin charge.
Geometry (Å):
1 Cs -0.2816 -0.2230 0.7037  1.141
2 O 1.4522 1.4010 2.0558  -0.292
3 C 0.5088 2.2196 2.7502  -0.209
4 C 0.2220 3.4353 1.9017  -0.268
5 C 0.5150 4.7042 2.3823  -0.011
6 C 0.2248 5.8060 1.5910  -0.058
7 C -0.3432 5.5921 0.3482  -0.055
8 C -0.5907 4.2851 -0.0481  -0.151
9 N -0.3191 3.2210 0.6967  0.114
10 H 1.5496 0.5644 2.5296  0.061
11 H 0.9298 2.5134 3.7135  0.126
12 H -0.4476 1.7025 2.9137  0.102
13 H 0.9692 4.8148 3.3575  0.116
14 H 0.4420 6.8074 1.9396  0.108
15 H -0.5926 6.4114 -0.3113  0.104
16 H -1.0199 4.0912 -1.0256  0.098
17 Se -3.0263 -1.5649 -3.6149  0.724
18 Se -2.4165 0.2260 -4.9281  0.696
19 C -0.4913 0.2400 -4.5960  -0.633
20 C 0.2371 1.0537 -5.4554  -0.118
21 C 1.6110 1.0941 -5.2822  -0.092
22 C 2.1884 0.3291 -4.2780  -0.109
23 C 1.3650 -0.4427 -3.4776  -0.156
24 N 0.0371 -0.4864 -3.6371  0.009
25 C -3.7521 -0.6110 -2.0995  -0.645
26 C -4.6852 0.4896 -2.3357  -0.098
27 C -5.4062 0.9693 -1.3122  -0.008
28 C -5.0256 0.6641 0.0672  -0.110
29 C -3.9850 -0.5261 0.1783  -0.200
30 N -3.5524 -1.1743 -0.9846  0.056
31 H -0.2451 1.6315 -6.2326  0.098
32 H 2.2207 1.7119 -5.9278  0.104
33 H 3.2539 0.3330 -4.0964  0.109
34 H 1.7737 -1.0334 -2.6627  -0.015
35 H -4.9218 0.7360 -3.3596  0.081
36 H -6.2923 1.5676 -1.4823  0.115
37 H -5.7003 0.8346 0.8963  0.150
38 H -3.9951 -1.1264 1.0819  0.142
39 O -0.4263 -2.0411 -1.5027  -0.360
40 H -0.4397 -1.4755 -2.2957  -0.058
41 H 0.4961 -2.3460 -1.4133  -0.088
42 O -1.5548 1.4069 -1.9607  -0.133
43 H -0.6587 1.7812 -1.9691  -0.064
44 H -1.9617 1.7852 -1.1738  0.002
45 O -3.2073 1.3453 1.4703  -0.007
46 N -3.6319 0.8585 0.3662  -0.152
47 I 2.8767 -1.7124 -0.2126  -0.128
48 C 4.5900 3.6551 -4.2029  -0.104
49 C 4.4727 5.0493 -3.6097  -0.228
50 C 3.2424 5.2211 -2.7230  -0.209
51 N 3.3451 4.4805 -1.4708  0.023
52 C 2.7309 3.3190 -1.1847  -0.743
53 S 1.6167 2.6347 -2.2418  0.786
54 N 3.0641 2.7622 0.0287  0.135
55 C 4.1926 3.0131 0.8197  -0.392
56 O 4.1844 2.8633 2.0160  0.126
57 C 5.4606 3.3982 0.1155  -0.178
58 C 5.9249 2.6354 -0.9502  -0.025
59 C 7.1200 2.9736 -1.5628  -0.069
60 C 7.8374 4.0793 -1.1247  -0.080
61 C 7.3764 4.8346 -0.0561  -0.073
62 C 6.1927 4.4860 0.5778  -0.030
63 H 5.4865 3.5660 -4.8190  0.076
64 H 3.7255 3.4132 -4.8209  0.060
65 H 4.6423 2.8950 -3.4243  0.048
66 H 4.4195 5.7924 -4.4100  0.108
67 H 5.3710 5.2855 -3.0292  0.101
68 H 2.3463 4.8693 -3.2284  0.071
69 H 3.0936 6.2719 -2.4627  0.119
70 H 4.0382 4.8171 -0.8216  0.122
71 H 2.3805 2.1439 0.4534  0.097
72 H 5.3530 1.7755 -1.2798  0.127
73 H 7.4929 2.3767 -2.3848  0.111
74 H 8.7663 4.3470 -1.6113  0.104
75 H 7.9451 5.6872 0.2912  0.104
76 H 5.8298 5.0446 1.4314  0.122
77 C -5.7899 -8.7377 0.0830  -0.048
78 C -4.8248 -7.5936 0.2042  -0.260
79 C -3.8983 -7.5441 1.2400  -0.008
80 C -3.0012 -6.4952 1.3915  -0.267
81 C -1.9892 -6.5754 2.4972  -0.048
82 C -3.0652 -5.4476 0.4591  -0.316
83 Te -1.9501 -3.6752 0.7340  1.891
84 N -2.5149 -3.4999 2.6634  -0.161
85 C -1.9350 -2.4131 3.1228  -0.703
86 O -1.1175 -1.6874 2.4712  -0.520
87 C -2.1863 -2.0490 4.5528  -0.155
88 C -3.4415 -2.1967 5.1305  -0.031
89 C -3.6318 -1.8701 6.4641  -0.082
90 C -2.5652 -1.4198 7.2285  -0.092
91 C -1.3076 -1.2845 6.6569  -0.078
92 C -1.1196 -1.5895 5.3180  -0.025
93 C -0.0805 -4.6756 0.5818  -0.360
94 C -0.0259 -5.3328 -0.6485  -0.143
95 C 1.0976 -6.0468 -1.0149  -0.071
96 C 2.1776 -6.0993 -0.1416  -0.068
97 C 2.1180 -5.4326 1.0622  -0.061
98 C 0.9940 -4.6981 1.4597  -0.316
99 C 1.0720 -4.0051 2.7849  -0.038
100 C -3.9394 -5.4945 -0.6300  -0.291
101 C -3.9649 -4.4736 -1.7467  -0.096
102 C -4.8175 -6.5737 -0.7320  -0.018
103 H -5.8251 -9.3287 0.9975  0.075
104 H -5.5036 -9.4056 -0.7318  0.084
105 H -6.7977 -8.3787 -0.1284  0.080
106 H -3.8657 -8.3563 1.9579  0.116
107 H -2.1809 -7.4597 3.1029  0.079
108 H -2.0154 -5.6958 3.1396  0.059
109 H -0.9816 -6.6587 2.0857  0.080
110 H -4.2564 -2.5748 4.5273  0.110
111 H -4.6117 -1.9727 6.9125  0.101
112 H -2.7118 -1.1770 8.2733  0.100
113 H -0.4756 -0.9375 7.2563  0.102
114 H -0.1481 -1.4798 4.8538  0.112
115 H -0.8603 -5.2874 -1.3410  0.099
116 H 1.1288 -6.5458 -1.9739  0.106
117 H 3.0694 -6.6501 -0.4105  0.107
118 H 2.9734 -5.4484 1.7270  0.121
119 H 1.2120 -4.7364 3.5831  0.095
120 H 0.2008 -3.4051 3.0086  0.035
121 H 1.9354 -3.3359 2.7693  0.075
122 H -3.1945 -3.7081 -1.6668  -0.022
123 H -4.9248 -3.9553 -1.7940  0.090
124 H -3.8161 -4.9774 -2.7042  0.091
125 H -5.5032 -6.6068 -1.5720  0.124

Atoms 1-3, force components in eV/Å:
-0.0892 1.1227 -2.1937
0.0313 0.3171 0.5105
0.0772 0.1506 -0.1257

Properties
2S+1   2
Kohn-Sham gap (alpha / beta)   0.25773 / 0.21069 Ha
Charge   0